Here is a cluster of 16 separate species, C90H176N14O26 in total at a distorted geometry from the OMol25 dataset. Energies are from wB97M-V/def2-TZVPD.

Positions of all 306 atoms, in Å:
C  6.319  2.753  5.647
N  6.753  2.185  6.922
C  6.217  2.528  8.116
C  6.891  2.167  9.252
C  8.020  1.375  9.244
C  8.442  0.864  7.992
C  7.760  1.306  6.866
C  8.899  1.233  10.491
C  8.781  2.217  11.464
C  9.521  2.187  12.608
N  10.394  1.161  12.851
C  10.536  0.243  11.877
C  9.886  0.282  10.665
C  11.228  1.070  14.114
H  5.249  2.701  5.569
H  6.788  2.255  4.827
H  6.660  3.801  5.586
H  5.395  3.190  8.052
H  6.603  2.479  10.278
H  9.300  0.188  7.840
H  8.020  0.968  5.888
H  8.053  3.012  11.462
H  9.398  2.961  13.361
H  11.349  -0.475  11.968
H  10.096  -0.475  9.929
H  11.208  0.026  14.494
H  10.834  1.820  14.779
H  12.216  1.279  13.763
C  0.029  -5.805  -2.951
N  -1.341  -5.407  -3.315
C  -2.322  -5.472  -2.458
C  -3.619  -5.192  -2.793
C  -3.941  -4.885  -4.143
C  -2.858  -4.740  -4.951
C  -1.588  -5.026  -4.578
C  -5.350  -4.884  -4.681
C  -5.565  -5.565  -5.895
C  -6.901  -5.756  -6.234
N  -7.915  -5.315  -5.511
C  -7.687  -4.612  -4.376
C  -6.418  -4.403  -3.958
C  -9.273  -5.719  -5.847
H  0.780  -5.240  -3.510
H  0.142  -6.902  -3.106
H  0.266  -5.568  -1.921
H  -2.160  -5.945  -1.482
H  -4.359  -5.509  -2.056
H  -2.962  -4.400  -5.955
H  -0.742  -4.945  -5.244
H  -4.707  -6.082  -6.346
H  -7.248  -6.328  -7.060
H  -8.530  -4.299  -3.784
H  -6.232  -3.820  -3.023
H  -9.259  -6.809  -6.023
H  -9.627  -5.219  -6.759
H  -9.892  -5.470  -4.997
C  -5.992  0.734  -12.487
N  -4.765  0.516  -11.620
C  -4.916  0.865  -10.319
C  -3.860  0.600  -9.427
C  -2.636  0.272  -9.979
C  -2.508  0.011  -11.334
C  -3.591  0.154  -12.158
C  -1.364  0.280  -9.151
C  -0.332  -0.624  -9.364
C  0.844  -0.454  -8.672
N  1.014  0.525  -7.778
C  0.015  1.409  -7.576
C  -1.182  1.301  -8.264
C  2.303  0.795  -7.093
H  -6.675  -0.091  -12.298
H  -5.647  0.727  -13.524
H  -6.372  1.701  -12.241
H  -5.875  1.239  -10.034
H  -4.029  0.749  -8.385
H  -1.566  -0.244  -11.801
H  -3.494  0.045  -13.228
H  -0.419  -1.488  -10.022
H  1.710  -1.060  -8.864
H  0.255  2.121  -6.813
H  -1.992  1.962  -8.006
H  2.809  1.644  -7.574
H  2.969  -0.061  -7.055
H  2.034  1.106  -6.087
C  2.369  1.112  1.553
C  0.895  0.841  1.260
C  0.830  -0.508  0.488
N  -0.444  -0.960  -0.140
C  -1.480  -1.311  0.883
C  -0.318  -2.167  -1.081
C  -1.518  -2.085  -2.036
C  -2.036  -0.573  -1.882
C  -0.959  0.087  -1.017
H  2.703  0.554  2.418
H  2.488  2.198  1.751
H  2.989  0.915  0.694
H  0.552  1.662  0.663
H  0.311  0.920  2.165
H  1.081  -1.351  1.127
H  1.548  -0.375  -0.358
H  -2.406  -0.784  0.759
H  -1.023  -1.201  1.866
H  -1.814  -2.337  0.803
H  -0.316  -3.091  -0.487
H  0.648  -1.994  -1.610
H  -2.296  -2.791  -1.720
H  -1.198  -2.317  -3.088
H  -2.957  -0.561  -1.299
H  -2.145  -0.012  -2.806
H  -1.204  1.047  -0.529
H  -0.078  0.334  -1.651
C  6.224  1.214  1.750
O  6.623  2.582  1.632
C  6.934  2.956  0.270
C  7.435  4.415  0.313
N  6.385  5.211  1.139
H  6.157  4.597  1.919
H  6.877  6.047  1.425
C  5.111  5.537  0.428
C  4.071  5.849  1.420
O  4.048  4.846  2.418
C  3.143  5.244  3.415
H  5.332  1.093  1.150
H  5.959  0.962  2.788
H  6.985  0.482  1.417
H  6.067  2.900  -0.362
H  7.703  2.268  -0.118
H  7.535  4.855  -0.686
H  8.390  4.515  0.832
H  4.851  4.706  -0.207
H  5.314  6.387  -0.240
H  3.065  5.940  0.978
H  4.335  6.722  1.987
H  3.145  4.485  4.203
H  2.134  5.394  2.995
H  3.514  6.156  3.885
C  0.708  9.343  -4.060
O  0.307  8.284  -3.215
C  -1.073  8.082  -3.357
C  -1.526  7.312  -2.143
N  -0.504  6.283  -1.768
H  -0.803  5.213  -2.913
H  0.435  6.544  -1.984
C  -0.636  5.713  -0.480
C  0.278  4.520  -0.551
O  1.566  4.920  -0.985
C  2.281  3.857  -1.597
H  0.153  10.327  -3.981
H  0.678  8.973  -5.098
H  1.764  9.528  -3.857
H  -1.373  7.561  -4.260
H  -1.596  9.038  -3.471
H  -2.540  6.893  -2.383
H  -1.710  8.021  -1.312
H  -1.671  5.417  -0.307
H  -0.369  6.338  0.409
H  -0.073  3.799  -1.285
H  0.322  4.028  0.441
H  3.076  4.297  -2.206
H  1.576  3.235  -2.203
H  2.760  3.271  -0.843
C  -0.052  1.562  8.261
O  0.356  0.234  8.502
C  0.838  -0.392  7.329
C  0.686  -1.897  7.476
N  1.520  -2.343  8.647
H  2.503  -2.049  8.524
H  1.075  -1.898  9.463
C  1.521  -3.872  9.107
C  0.184  -4.212  9.804
O  -0.278  -3.035  10.396
C  -1.398  -3.175  11.288
H  -0.918  1.442  7.577
H  0.740  2.155  7.840
H  -0.431  1.829  9.266
H  1.845  -0.051  7.019
H  0.189  -0.085  6.486
H  0.947  -2.449  6.563
H  -0.387  -1.912  7.734
H  2.352  -3.938  9.810
H  1.731  -4.456  8.240
H  0.361  -5.037  10.500
H  -0.435  -4.561  9.000
H  -1.125  -3.392  12.296
H  -2.070  -3.967  10.976
H  -1.963  -2.249  11.216
C  -3.546  0.638  4.003
O  -4.222  -0.391  3.351
C  -5.631  -0.163  3.272
C  -6.159  -1.135  2.247
N  -5.586  -0.810  0.920
H  -4.888  -0.080  0.932
H  -5.111  -1.604  0.519
C  -6.552  -0.404  -0.162
C  -6.673  1.065  -0.108
O  -5.397  1.531  -0.393
C  -5.376  2.989  -0.157
H  -3.594  1.613  3.562
H  -2.530  0.332  4.126
H  -4.030  0.729  4.967
H  -5.926  0.854  2.976
H  -6.185  -0.408  4.159
H  -7.260  -1.098  2.128
H  -5.880  -2.148  2.547
H  -7.515  -0.880  0.001
H  -6.147  -0.765  -1.106
H  -6.995  1.315  0.898
H  -7.338  1.350  -0.894
H  -4.419  3.302  -0.583
H  -5.334  3.165  0.912
H  -6.258  3.353  -0.657
C  3.488  -1.390  -2.429
O  3.518  -1.906  -3.795
C  4.764  -2.265  -4.463
C  5.623  -3.250  -3.642
N  5.069  -4.640  -3.461
H  4.219  -4.661  -2.783
H  4.659  -4.957  -4.333
C  6.127  -5.649  -3.158
C  6.582  -6.273  -4.482
O  6.538  -5.315  -5.499
C  7.015  -5.731  -6.819
H  4.407  -1.621  -1.831
H  2.669  -1.857  -1.942
H  3.280  -0.302  -2.466
H  5.458  -1.442  -4.672
H  4.391  -2.679  -5.420
H  5.785  -2.897  -2.608
H  6.609  -3.314  -4.131
H  5.690  -6.372  -2.474
H  6.900  -5.139  -2.604
H  5.896  -7.068  -4.801
H  7.568  -6.699  -4.347
H  6.583  -5.064  -7.517
H  6.683  -6.729  -7.048
H  8.098  -5.604  -6.811
C  -3.144  -0.946  7.400
O  -2.816  -1.825  6.306
C  -3.883  -2.786  6.214
C  -3.704  -3.616  4.965
N  -2.282  -3.944  4.687
H  -1.796  -3.069  4.776
H  -1.966  -4.701  5.293
C  -2.081  -4.359  3.214
C  -0.639  -4.708  2.971
O  0.155  -3.602  3.390
C  1.549  -3.781  3.186
H  -3.037  -1.482  8.324
H  -4.178  -0.593  7.389
H  -2.520  -0.066  7.444
H  -4.849  -2.256  6.089
H  -3.962  -3.250  7.164
H  -3.954  -2.994  4.099
H  -4.224  -4.552  4.957
H  -2.412  -3.486  2.627
H  -2.756  -5.214  3.049
H  -0.487  -4.892  1.901
H  -0.340  -5.553  3.546
H  2.073  -2.886  3.593
H  1.757  -3.753  2.115
H  1.837  -4.675  3.752
C  -8.101  4.936  -2.241
O  -6.672  4.897  -2.579
C  -6.428  5.344  -3.893
C  -4.920  5.009  -4.166
N  -4.638  3.595  -4.725
H  -4.987  3.467  -5.699
H  -3.610  3.356  -4.626
C  -5.331  2.442  -4.006
C  -5.260  1.229  -4.862
O  -5.979  1.425  -6.091
C  -7.373  1.469  -5.830
H  -8.651  4.256  -2.903
H  -8.492  5.961  -2.206
H  -8.221  4.502  -1.254
H  -6.424  6.440  -3.898
H  -7.153  4.994  -4.649
H  -4.459  5.116  -3.160
H  -4.491  5.692  -4.904
H  -6.298  2.804  -3.752
H  -4.802  2.237  -3.093
H  -5.560  0.320  -4.371
H  -4.263  1.039  -5.233
H  -7.917  1.497  -6.770
H  -7.679  2.299  -5.196
H  -7.697  0.586  -5.337
O  2.119  -5.095  0.142
C  3.143  -4.796  -0.708
O  4.191  -4.565  -0.214
O  2.829  -4.973  -2.012
H  2.352  -5.031  1.055
O  -4.842  -3.916  1.284
C  -3.852  -3.560  0.403
O  -4.154  -2.652  -0.437
O  -2.743  -4.155  0.494
H  -4.460  -4.726  1.698
O  -0.486  1.024  -4.921
C  6.727  0.001  -2.116
O  6.977  -0.745  -1.179
O  6.651  0.696  -3.022
H  -0.518  0.580  -4.024
O  -1.084  4.310  -3.416
C  -2.075  3.503  -2.937
O  -2.330  2.441  -3.672
O  -2.847  3.966  -1.973
H  -1.252  1.858  -4.554

Computed properties:
Net charge: +10
Largest force on an atom, eV Å⁻¹: 6.09
E_tot, eV: -170157.81302
HOMO, eV: -21.8
Gap between HOMO and LUMO, Eh: 0.19853
LUMO energy, eV: -16.4